Record 1
{"formula": "C10H32O6", "method": "ωB97M-V/def2-TZVPD", "symbols": ["C", "C", "O", "H", "H", "H", "H", "H", "H", "C", "C", "O", "H", "H", "H", "H", "H", "H", "C", "C", "O", "H", "H", "H", "H", "H", "H", "C", "C", "O", "H", "H", "H", "H", "H", "H", "C", "O", "H", "H", "H", "H", "C", "O", "H", "H", "H", "H"], "coordinates": [[-18.021, 14.475, 17.581], [-19.128, 13.357, 17.310], [-20.082, 14.040, 16.529], [-17.469, 14.125, 18.491], [-18.487, 15.465, 17.795], [-17.369, 14.487, 16.684], [-19.593, 13.168, 18.295], [-18.720, 12.492, 16.805], [-20.964, 13.722, 16.773], [-21.733, 12.329, 21.680], [-20.895, 11.594, 20.612], [-19.494, 11.470, 21.042], [-22.043, 11.673, 22.529], [-22.740, 12.647, 21.354], [-21.168, 13.197, 22.062], [-20.806, 12.151, 19.665], [-21.302, 10.644, 20.298], [-19.001, 10.682, 20.747], [-23.515, 15.198, 16.750], [-23.412, 13.840, 16.155], [-22.457, 13.167, 16.925], [-23.953, 15.032, 17.800], [-24.118, 15.718, 16.041], [-22.483, 15.624, 16.846], [-23.109, 13.918, 15.130], [-24.350, 13.373, 15.993], [-22.924, 12.356, 17.311], [-19.477, 18.039, 17.231], [-19.245, 19.304, 16.479], [-18.983, 20.489, 17.196], [-19.600, 17.101, 16.668], [-20.462, 18.220, 17.708], [-18.789, 17.977, 18.057], [-20.099, 19.346, 15.783], [-18.298, 19.236, 15.932], [-18.672, 21.099, 16.516], [-17.721, 17.460, 20.933], [-17.324, 16.295, 20.126], [-18.063, 17.085, 21.946], [-18.450, 18.138, 20.544], [-16.829, 18.076, 20.878], [-17.969, 15.596, 20.289], [-21.546, 15.540, 19.673], [-20.108, 15.532, 19.727], [-21.925, 16.527, 19.392], [-21.982, 15.073, 20.521], [-21.748, 14.872, 18.854], [-19.906, 15.168, 18.859]], "forces_ev_per_angstrom": [[-0.1, -2.0, 0.3], [0.5, 3.1, 1.1], [-0.3, 0.1, -0.5], [0.0, 0.6, -0.9], [0.6, -0.9, -0.4], [-0.2, 0.4, 0.7], [0.4, -0.7, -0.3], [0.1, -0.4, 0.1], [0.2, -0.2, -0.3], [-0.2, -0.6, 0.5], [1.3, 0.5, -0.5], [-0.6, 0.0, 0.5], [0.9, 0.3, -0.4], [0.7, 0.1, -0.6], [-0.3, -0.4, -0.2], [-0.5, 0.3, 0.4], [-0.2, -0.5, 0.4], [-1.0, 0.4, -0.1], [0.2, -0.5, 1.6], [0.7, 1.2, -0.8], [-1.7, -3.7, 1.3], [0.4, 0.9, -1.5], [-0.7, 1.3, 0.1], [-1.0, -0.1, -0.2], [1.0, 0.1, -0.7], [-1.1, -0.9, 0.9], [1.4, 1.6, -0.7], [-1.6, 0.7, 1.9], [1.3, -0.7, -2.4], [-0.9, 0.4, 0.9], [0.5, 0.6, -0.2], [0.2, -0.5, 0.1], [0.5, -0.6, 0.2], [0.3, 0.7, -0.1], [-0.3, -0.8, -0.8], [-0.1, 0.0, 0.4], [1.0, -1.8, 0.4], [-0.7, 1.1, 0.6], [0.8, 0.9, -0.9], [-1.2, -0.2, -0.8], [0.3, -0.1, 1.0], [-0.2, 0.2, -0.1], [1.0, -0.1, -1.4], [-0.5, 0.0, 0.2], [-0.1, -0.1, 0.5], [-0.3, 0.2, 1.1], [-0.8, -0.2, -0.4], [0.6, 0.2, 0.2]], "mulliken_charge": [-0.2970, -0.1398, -0.5220, 0.2149, -0.3636, 0.4321, -0.0713, 0.3940, 0.4415, -1.0901, 0.5746, -0.5636, 0.3303, 0.3001, 0.2717, -0.4126, 0.3803, 0.2838, -0.5460, -0.6085, -0.6078, 0.1547, 0.4442, -0.0550, 0.2890, 0.5066, 0.3161, -0.4531, -0.5658, -0.5226, 0.3362, 0.1084, 0.1517, 0.2406, 0.3525, 0.3416, -0.6109, -0.4820, 0.2446, 0.2484, 0.2747, 0.2958, -0.3566, -0.2288, 0.3245, 0.3302, -0.2395, 0.1534], "fmax_ev_per_a": 4.30, "total_charge": 0, "lumo_energy_ev": 0.21, "homo_ev": -9.63, "orbital_gap_ev": 9.84, "energy_ev": -23169.8842, "relative_energy_kj_mol": 335.0, "smiles": "CCO.CCO.CCO.CCO.CO.CO"}


Record 2
{"formula": "C26H55FN3O20PS", "method": "ωB97M-V/def2-TZVPD", "symbols": ["N", "C", "C", "N", "P", "N", "S", "O", "O", "F", "H", "H", "H", "H", "H", "H", "H", "C", "C", "O", "C", "O", "O", "C", "H", "H", "H", "H", "H", "H", "H", "H", "C", "C", "O", "C", "O", "O", "C", "H", "H", "H", "H", "H", "H", "H", "H", "C", "C", "O", "C", "O", "O", "C", "H", "H", "H", "H", "H", "H", "H", "H", "C", "C", "O", "C", "O", "O", "C", "H", "H", "H", "H", "H", "H", "H", "H", "C", "C", "O", "C", "O", "O", "C", "H", "H", "H", "H", "H", "H", "H", "H", "C", "C", "O", "C", "O", "O", "C", "H", "H", "H", "H", "H", "H", "H", "H"], "coordinates": [[-0.497, 0.593, 6.033], [0.438, -0.018, 5.479], [1.614, 0.710, 4.857], [1.650, 0.620, 3.364], [0.082, 0.875, 2.623], [-0.824, 1.942, 3.319], [2.822, 1.588, 2.723], [4.029, 0.908, 2.908], [2.611, 1.945, 1.366], [2.972, 2.896, 3.533], [-0.346, 1.598, 5.972], [0.359, -1.097, 5.461], [1.661, 1.730, 5.215], [2.516, 0.218, 5.211], [0.287, 1.251, 1.288], [-0.460, -0.420, 2.568], [-1.038, 2.679, 2.660], [7.240, -2.633, 7.391], [7.699, -1.303, 7.952], [8.350, -0.507, 6.953], [7.539, 0.123, 6.104], [6.336, 0.094, 6.118], [8.294, 0.787, 5.230], [7.558, 1.457, 4.203], [8.073, -3.153, 6.916], [6.836, -3.262, 8.183], [6.469, -2.493, 6.635], [8.440, -1.466, 8.732], [6.873, -0.750, 8.397], [6.786, 2.096, 4.626], [7.115, 0.731, 3.524], [8.263, 2.073, 3.653], [4.328, -0.045, -0.676], [5.045, 1.282, -0.831], [5.901, 1.258, -1.985], [5.292, 1.435, -3.155], [4.116, 1.625, -3.324], [6.213, 1.356, -4.117], [5.690, 1.456, -5.444], [5.044, -0.868, -0.662], [3.750, -0.053, 0.239], [3.646, -0.229, -1.506], [5.688, 1.456, 0.029], [4.347, 2.116, -0.887], [5.074, 2.345, -5.559], [5.116, 0.564, -5.687], [6.537, 1.525, -6.120], [4.904, 1.140, -11.639], [6.408, 1.282, -11.747], [6.816, 2.654, -11.641], [6.852, 3.147, -10.405], [6.591, 2.550, -9.394], [7.214, 4.428, -10.482], [7.222, 5.112, -9.227], [4.408, 1.784, -12.366], [4.604, 0.108, -11.817], [4.554, 1.434, -10.650], [6.743, 0.948, -12.727], [6.922, 0.676, -11.001], [7.816, 4.576, -8.491], [6.203, 5.246, -8.866], [7.668, 6.087, -9.402], [-5.339, 1.070, 4.875], [-4.367, 2.170, 4.501], [-4.944, 3.065, 3.533], [-5.794, 3.967, 4.019], [-6.101, 4.108, 5.172], [-6.256, 4.690, 2.995], [-7.240, 5.659, 3.360], [-5.697, 0.556, 3.981], [-4.858, 0.345, 5.531], [-6.211, 1.474, 5.388], [-3.487, 1.737, 4.029], [-4.028, 2.716, 5.379], [-6.886, 6.295, 4.168], [-8.166, 5.163, 3.649], [-7.424, 6.270, 2.481], [-5.434, -3.671, -0.753], [-3.935, -3.478, -0.831], [-3.579, -2.087, -0.799], [-3.595, -1.518, 0.403], [-3.856, -2.062, 1.445], [-3.274, -0.232, 0.257], [-3.325, 0.526, 1.470], [-5.935, -3.092, -1.529], [-5.692, -4.722, -0.875], [-5.824, -3.330, 0.206], [-3.561, -3.859, -1.779], [-3.420, -4.018, -0.037], [-2.737, 0.057, 2.255], [-4.358, 0.649, 1.793], [-2.908, 1.505, 1.261], [-10.312, -7.832, -0.592], [-9.885, -6.491, -0.035], [-9.257, -5.681, -1.038], [-10.085, -5.072, -1.886], [-11.286, -5.132, -1.872], [-9.348, -4.392, -2.765], [-10.105, -3.743, -3.789], [-9.469, -8.332, -1.070], [-10.698, -8.470, 0.203], [-11.090, -7.713, -1.345], [-9.136, -6.635, 0.742], [-10.723, -5.957, 0.413], [-10.889, -3.121, -3.363], [-10.533, -4.482, -4.463], [-9.414, -3.114, -4.342]], "forces_ev_per_angstrom": [[-0.8, 0.4, 0.8], [0.3, 0.2, -0.6], [0.6, -1.2, 0.4], [-1.0, 1.7, -0.3], [-1.3, 1.2, -0.3], [0.3, -0.3, 0.1], [2.0, -1.3, -2.3], [1.7, -0.9, 1.5], [-1.8, 0.7, 0.1], [-1.0, 0.2, 0.6], [-0.2, 0.1, 0.0], [0.4, -0.3, -0.2], [-0.4, 0.3, -0.1], [0.3, 0.0, -0.1], [0.6, -0.7, 0.0], [0.5, -0.1, 0.3], [0.0, 0.3, 0.1], [0.0, 0.0, -0.3], [-0.1, -0.3, 0.3], [0.0, 0.1, 0.1], [0.1, -0.1, 0.0], [-0.1, 0.0, 0.0], [0.0, 0.1, 0.0], [0.0, 0.1, -0.2], [0.0, 0.0, 0.1], [0.0, 0.0, 0.0], [-0.1, 0.0, 0.1], [0.2, 0.1, -0.1], [0.0, 0.1, -0.2], [-0.1, -0.1, 0.0], [-0.1, 0.0, 0.1], [0.2, -0.1, 0.1], [0.0, -0.1, -0.4], [-0.3, -0.3, 0.3], [0.1, 0.2, 0.1], [0.1, -0.1, 0.0], [-0.1, 0.0, 0.0], [0.0, 0.0, 0.0], [0.0, 0.0, -0.3], [0.1, 0.1, 0.1], [0.0, 0.0, 0.2], [0.0, 0.1, 0.0], [0.2, 0.0, -0.2], [0.0, 0.0, -0.2], [-0.1, 0.0, 0.1], [-0.1, 0.1, 0.0], [0.1, 0.0, 0.1], [-0.1, 0.2, 0.1], [-0.2, -0.4, -0.1], [0.1, 0.0, 0.0], [-0.1, 0.1, -0.1], [0.0, -0.1, 0.1], [0.1, 0.0, 0.0], [0.0, 0.2, 0.1], [0.0, -0.1, -0.1], [0.0, 0.0, 0.0], [0.1, -0.1, 0.0], [0.1, 0.2, 0.0], [0.0, 0.1, 0.1], [-0.1, -0.1, 0.0], [0.0, -0.1, 0.1], [0.0, 0.0, -0.2], [-0.3, 0.1, 0.0], [0.1, -0.5, 0.3], [0.2, 0.1, -0.1], [0.0, -0.1, -0.1], [0.0, 0.1, 0.1], [0.0, 0.1, 0.0], [-0.1, 0.2, -0.1], [0.1, -0.1, 0.0], [0.1, 0.0, 0.0], [0.1, 0.0, 0.1], [0.0, 0.2, -0.2], [-0.1, 0.2, 0.0], [0.0, -0.1, 0.1], [0.0, 0.0, 0.1], [0.1, -0.1, -0.1], [-0.1, 0.2, 0.1], [-0.2, -0.4, -0.1], [0.1, 0.0, 0.0], [-0.1, 0.0, -0.1], [0.0, 0.0, 0.1], [0.1, 0.1, 0.0], [-0.1, 0.2, 0.1], [0.0, -0.1, -0.1], [0.0, 0.0, 0.0], [0.1, -0.1, 0.1], [0.1, 0.2, -0.1], [0.0, 0.2, 0.1], [-0.1, -0.1, 0.0], [0.0, -0.1, 0.1], [0.0, 0.0, -0.2], [0.0, 0.0, -0.3], [-0.1, -0.3, 0.3], [0.1, 0.1, 0.1], [0.1, -0.1, 0.0], [-0.1, 0.0, 0.0], [0.0, 0.1, 0.0], [0.0, 0.1, -0.2], [0.1, 0.0, 0.1], [0.0, 0.0, 0.0], [-0.1, 0.0, 0.1], [0.2, 0.1, -0.1], [0.0, 0.1, -0.2], [-0.1, -0.1, 0.0], [-0.1, 0.0, 0.1], [0.1, -0.1, 0.1]], "mulliken_charge": [-0.4779, -0.4128, -0.6186, 0.2030, 0.0531, -0.4870, 1.0936, -0.5634, -0.5766, -0.2501, 0.2844, 0.4170, 0.4249, 0.4314, 0.1176, 0.1414, 0.2146, -1.0869, -0.1664, -0.3779, 0.7800, -0.5554, -0.3451, -0.6223, 0.2941, 0.3549, 0.2986, 0.3028, 0.2933, 0.2966, 0.2881, 0.2457, -0.9094, -0.1197, -0.3560, 0.7364, -0.5588, -0.3443, -0.6272, 0.3219, 0.1350, 0.3298, 0.2858, 0.3135, 0.2824, 0.3016, 0.2289, -1.0812, -0.1724, -0.3662, 0.7949, -0.5421, -0.3376, -0.6188, 0.2941, 0.3528, 0.2965, 0.2943, 0.3025, 0.2843, 0.2853, 0.2164, -1.2082, 0.1860, -0.2346, 0.6783, -0.5556, -0.3542, -0.6643, 0.2640, 0.3659, 0.3857, -0.0533, 0.4189, 0.3002, 0.2902, 0.2293, -1.0114, -0.2687, -0.3919, 0.7208, -0.5644, -0.3575, -0.6213, 0.2894, 0.3384, 0.3172, 0.3103, 0.3141, 0.1757, 0.3818, 0.3045, -1.0950, -0.2085, -0.3042, 0.7465, -0.5616, -0.3027, -0.6637, 0.2858, 0.3594, 0.3098, 0.2993, 0.3124, 0.3048, 0.2961, 0.2187], "fmax_ev_per_a": 3.28, "total_charge": 0, "lumo_energy_ev": 0.34, "homo_ev": -9.95, "orbital_gap_ev": 10.29, "energy_ev": -96114.8357, "relative_energy_kj_mol": 0.0}